Entry 1:
The following is a DFT calculation (ωB97M-V with the def2-TZVPD basis set) of a 3-piece molecular cluster, C23H51NO7 overall.

Structure (ORCA input):
```
! RIJCOSX wB97M-V def2-TZVPD def2/J DEFGRID3
* xyz 0 1
C -1.61 -2.25 3.14
C -1.45 -2.41 1.55
N -1.01 -1.11 0.99
C -1.17 -1.01 -0.46
C -0.62 0.46 -0.88
O 0.79 0.47 -0.48
C 1.15 1.74 0.08
C 1.02 1.77 1.70
O -2.48 -1.29 -0.97
C -3.52 -0.52 -0.33
C -4.61 -1.55 0.20
O -0.20 -1.94 -1.05
C -0.85 -3.02 -1.69
O -1.38 -3.99 -1.14
C -0.83 -3.03 -3.30
C 0.67 -3.16 -3.83
C 1.09 -4.61 -4.35
C 0.34 -5.85 -3.68
C 0.97 -6.30 -2.26
O -0.03 -6.70 -1.31
C -0.60 -7.98 -1.64
H -0.89 -2.97 3.65
H -1.29 -1.21 3.49
H -2.68 -2.45 3.46
H -0.59 -3.15 1.36
H -2.36 -2.87 1.05
H -1.38 -0.30 1.50
H -0.62 0.57 -2.01
H -1.19 1.31 -0.37
H 2.27 1.93 -0.12
H 0.56 2.63 -0.33
H 0.31 0.94 2.04
H 2.04 1.54 2.16
H 0.71 2.79 2.09
H -3.16 0.23 0.43
H -4.03 0.09 -1.16
H -4.51 -2.58 -0.30
H -5.68 -1.21 -0.05
H -4.59 -1.74 1.32
H -1.57 -3.75 -3.75
H -1.19 -1.97 -3.59
H 0.75 -2.46 -4.74
H 1.43 -2.75 -3.08
H 1.03 -4.74 -5.49
H 2.21 -4.73 -4.11
H 0.51 -6.75 -4.37
H -0.79 -5.74 -3.59
H 1.69 -5.51 -1.85
H 1.61 -7.24 -2.45
H -1.37 -8.22 -0.83
H 0.25 -8.75 -1.61
H -1.10 -8.03 -2.66
C -4.19 3.41 1.26
C -2.92 3.83 1.98
O -1.79 3.96 1.12
C -1.90 4.91 0.07
C -2.13 6.33 0.56
H -4.03 2.46 0.74
H -5.01 3.30 1.97
H -4.49 4.15 0.51
H -2.66 3.07 2.72
H -3.07 4.76 2.54
H -2.67 4.60 -0.64
H -0.95 4.88 -0.48
H -3.07 6.42 1.11
H -2.17 7.02 -0.29
H -1.33 6.64 1.23
C 5.23 3.81 0.10
C 4.32 4.30 1.21
O 4.28 3.44 2.34
C 5.52 3.22 3.00
C 6.16 4.48 3.55
H 4.92 2.81 -0.23
H 5.19 4.49 -0.75
H 6.27 3.74 0.42
H 3.30 4.36 0.84
H 4.59 5.32 1.52
H 6.21 2.68 2.34
H 5.31 2.54 3.84
H 6.40 5.19 2.75
H 7.08 4.25 4.08
H 5.48 4.99 4.24
*
```

Molecular weight ... 453.66 g mol⁻¹
SMILES ... CCN[C@](COCC)(OCC)OC(=O)CCCCCOC.CCOCC.CCOCC
Kohn-Sham gap ... 9.510 eV
Energy ... -40495.2627 eV



Entry 2:
The following is a DFT calculation (ωB97M-V with the def2-TZVPD basis set) of a 10-piece molecular cluster, C23H52B2F20N5O9P overall.

Structure (ORCA input):
```
! RIJCOSX wB97M-V def2-TZVPD def2/J DEFGRID3
* xyz 0 1
C -5.53 -0.40 -2.61
C -5.06 0.80 -1.83
O -4.83 1.92 -2.33
N -5.10 0.75 -0.31
H -5.49 -0.17 -0.13
H -4.21 0.86 0.16
C -6.08 1.77 0.31
H -5.16 -0.43 -3.63
H -6.58 -0.46 -2.89
H -5.27 -1.36 -2.14
H -6.77 2.19 -0.42
H -5.61 2.57 0.88
H -6.58 1.18 1.08
C -2.48 6.84 2.52
C -1.30 5.96 2.93
O -0.92 5.77 4.08
N -0.49 5.19 1.85
H -1.01 4.71 1.13
H 0.01 5.82 1.23
C 0.43 4.17 2.46
H -2.01 7.79 2.24
H -3.09 6.87 3.42
H -2.98 6.30 1.73
H 0.93 3.56 1.71
H -0.28 3.59 3.05
H 1.18 4.66 3.08
C 6.29 -5.72 -2.71
C 4.87 -5.04 -2.73
O 4.33 -4.57 -1.71
N 4.29 -4.72 -4.07
H 4.90 -4.00 -4.45
H 4.38 -5.57 -4.60
C 2.80 -4.26 -4.06
H 7.12 -5.03 -2.56
H 6.33 -6.14 -3.71
H 6.52 -6.54 -2.02
H 2.16 -5.01 -3.61
H 2.56 -4.04 -5.10
H 2.79 -3.34 -3.47
C 3.60 -6.90 3.50
C 3.72 -5.40 3.93
O 4.35 -4.98 4.91
N 3.34 -4.50 2.72
H 3.53 -4.96 1.84
H 2.34 -4.39 2.83
C 4.09 -3.12 2.60
H 2.55 -7.12 3.34
H 4.14 -7.60 4.14
H 4.11 -6.87 2.53
H 5.12 -3.47 2.47
H 3.91 -2.78 3.61
H 3.76 -2.27 2.01
C -1.32 1.10 -5.82
C -0.41 2.28 -5.39
O 0.03 3.10 -6.18
N 0.17 2.24 -3.92
H -0.41 2.85 -3.37
H 0.04 1.38 -3.40
C 1.69 2.56 -3.91
H -1.25 0.32 -5.06
H -0.93 0.65 -6.73
H -2.27 1.48 -6.19
H 1.81 2.70 -2.84
H 1.94 3.50 -4.39
H 2.28 1.71 -4.28
C 4.78 5.57 -0.53
O 4.78 4.12 -0.46
O 3.43 5.88 -0.43
C 5.65 6.36 0.56
F 5.14 6.15 1.82
F 6.92 6.05 0.57
F 5.69 7.67 0.33
C 6.04 3.53 -0.04
C 5.93 1.92 -0.24
H 6.01 1.73 -1.31
H 6.70 1.42 0.35
H 4.91 1.60 -0.03
H 6.12 3.57 1.04
H 6.92 3.74 -0.65
H 5.17 5.83 -1.51
C -6.08 -3.66 2.13
O -5.49 -4.79 1.80
O -6.56 -3.24 0.91
C -7.08 -3.68 3.36
F -7.55 -2.49 3.68
F -8.18 -4.31 3.07
F -6.72 -4.14 4.51
C -4.39 -5.28 2.63
C -3.89 -6.64 2.42
H -3.27 -6.63 1.52
H -3.16 -6.90 3.18
H -4.62 -7.43 2.31
H -4.82 -5.29 3.63
H -3.55 -4.59 2.53
H -5.35 -2.94 2.52
P -0.39 -1.27 -0.17
F -1.86 -1.63 0.42
F 0.08 -0.90 1.32
F -0.06 -2.86 -0.08
F 1.17 -0.89 -0.74
F -0.90 -1.31 -1.74
F -0.74 0.38 -0.35
B -3.16 1.38 4.30
F -4.15 2.21 4.65
F -3.56 0.14 4.61
F -2.90 1.60 3.00
F -1.99 1.68 5.11
B -2.03 6.08 -2.29
F -2.97 6.11 -3.33
F -1.80 4.82 -1.83
F -0.87 6.38 -2.93
F -2.34 7.01 -1.34
*
```

Relative energy (zero: lowest compared OMol25 entry of this formula, charge and spin) ... 3.553 eV
Molecular weight ... 975.25 g mol⁻¹
Kohn-Sham gap ... 1.199 eV
Energy ... -115563.6455 eV



Entry 3:
The following is a DFT calculation (ωB97M-V with the def2-TZVPD basis set) of C23H52N2O10P2Pb as an isolated structure.

Structure (ORCA input):
```
! RIJCOSX wB97M-V def2-TZVPD def2/J DEFGRID3
* xyz 4 1
Pb 11.16 11.99 9.80
C 6.24 14.59 8.21
N 7.20 13.51 8.47
C 6.74 12.18 8.21
C 8.31 13.68 9.04
O 9.00 12.64 9.36
C 8.88 15.07 9.28
O 10.21 14.88 9.76
C 10.75 16.11 10.03
C 11.16 16.83 8.85
O 10.73 16.55 7.76
N 11.92 18.05 8.82
C 11.89 18.86 7.67
C 12.97 18.30 9.91
H 5.26 14.24 8.50
H 6.21 14.91 7.21
H 6.45 15.51 8.75
H 7.41 11.65 7.52
H 5.71 12.13 7.81
H 6.82 11.59 9.18
H 8.24 15.76 10.05
H 8.83 15.53 8.27
H 11.64 16.07 10.70
H 10.03 16.86 10.50
H 12.02 19.99 7.93
H 11.00 18.71 7.08
H 12.69 18.58 6.94
H 12.32 18.38 10.80
H 13.36 19.24 9.69
H 13.72 17.53 9.96
C 11.05 9.42 5.48
C 10.09 8.47 6.14
C 10.02 7.21 5.36
O 10.51 8.05 7.53
P 9.86 8.73 8.82
O 10.10 10.14 9.19
C 10.60 7.65 10.17
P 12.47 7.86 10.23
O 12.91 9.16 9.76
O 12.93 7.36 11.65
C 12.50 6.21 12.58
C 11.70 6.76 13.78
C 13.80 5.59 13.00
O 13.10 6.62 9.30
C 13.96 6.74 8.28
C 15.56 6.27 9.35
C 14.17 5.76 7.17
O 8.30 8.57 8.92
C 7.52 7.52 8.29
C 6.26 8.23 7.93
C 7.15 6.33 9.16
H 10.56 9.73 4.57
H 11.98 8.87 5.25
H 11.31 10.30 6.02
H 9.15 8.99 6.31
H 11.02 6.80 5.39
H 9.79 7.57 4.36
H 9.20 6.51 5.67
H 10.06 6.73 10.05
H 10.36 8.08 11.16
H 11.90 5.52 11.96
H 12.35 7.22 14.53
H 11.16 5.92 14.17
H 10.90 7.45 13.42
H 14.42 6.39 13.29
H 14.11 4.97 12.14
H 13.56 4.99 13.87
H 14.30 7.80 8.12
H 15.44 5.24 9.79
H 15.47 6.98 10.14
H 16.37 6.30 8.79
H 13.63 4.83 7.36
H 15.20 5.60 6.88
H 13.65 6.22 6.29
H 8.15 7.12 7.44
H 5.69 8.70 8.73
H 5.57 7.62 7.38
H 6.62 9.02 7.24
H 6.88 6.67 10.16
H 8.10 5.79 9.24
H 6.35 5.79 8.57
C 13.08 12.11 13.73
C 12.26 11.12 12.89
O 11.05 11.65 12.29
H 14.09 11.73 13.85
H 12.64 12.17 14.72
H 13.30 13.09 13.25
H 12.08 10.13 13.40
H 12.89 10.77 12.05
H 10.46 12.00 12.99
*
```

Relative energy (zero: lowest compared OMol25 entry of this formula, charge and spin) ... 0.000 eV
Molecular weight ... 785.82 g mol⁻¹
Kohn-Sham gap (alpha / beta) ... 6.891 / 6.118 eV
Energy ... -71936.9681 eV



Entry 4:
The following is a DFT calculation (ωB97M-V with the def2-TZVPD basis set) of a 3-piece molecular cluster, C23H52N3O11PS2 overall.

Structure (ORCA input):
```
! RIJCOSX wB97M-V def2-TZVPD def2/J DEFGRID3
* xyz 0 1
C 1.68 0.61 -1.92
C 0.53 1.18 -0.91
N 1.00 2.27 -0.02
C 1.82 1.82 1.13
C 1.66 0.35 1.74
C 2.51 -0.80 1.02
C 2.54 -2.06 2.07
S 4.11 -2.20 3.02
O 5.26 -2.61 2.15
O 3.89 -3.30 4.05
O 4.34 -0.78 3.89
O 1.24 2.64 2.22
C 1.85 3.93 2.34
O 1.61 4.82 3.16
O 2.81 3.93 1.25
C 3.29 2.54 1.18
C 4.33 2.28 -0.01
S 3.94 3.24 -1.58
C 5.22 2.55 -2.78
C 4.75 1.19 -3.50
P 4.31 2.40 2.78
O 5.27 3.62 2.94
H 2.71 0.54 -1.44
H 1.31 -0.45 -2.21
H 1.62 1.24 -2.86
H -0.25 1.67 -1.63
H -0.05 0.33 -0.38
H 0.26 2.93 0.25
H 2.05 0.41 2.83
H 0.55 0.05 1.85
H 1.87 -1.19 0.14
H 3.57 -0.51 0.71
H 2.47 -3.00 1.41
H 1.59 -2.04 2.71
H 5.32 -0.74 4.03
H 4.53 1.17 -0.24
H 5.35 2.71 0.35
H 6.12 2.28 -2.12
H 5.43 3.39 -3.52
H 3.69 1.28 -3.93
H 4.77 0.33 -2.74
H 5.49 0.92 -4.33
H 3.50 2.29 3.97
H 5.18 1.25 2.61
C -3.25 3.76 -6.80
O -4.13 2.70 -6.47
C -3.93 1.54 -7.29
C -3.39 0.38 -6.45
N -2.01 0.64 -6.03
C -1.52 -0.31 -5.02
C -2.20 -0.29 -3.65
O -1.98 0.92 -2.92
C -2.91 1.96 -3.20
H -3.55 4.64 -6.21
H -2.22 3.51 -6.53
H -3.32 4.02 -7.86
H -3.28 1.75 -8.15
H -4.91 1.26 -7.68
H -3.42 -0.54 -7.04
H -4.05 0.26 -5.59
H -1.95 1.57 -5.64
H -0.46 -0.08 -4.87
H -1.57 -1.32 -5.43
H -1.75 -1.08 -3.05
H -3.27 -0.52 -3.70
H -3.90 1.58 -3.47
H -2.52 2.60 -3.99
H -3.01 2.57 -2.30
C -5.09 -4.73 4.33
O -4.93 -3.35 4.65
C -4.45 -3.15 5.99
C -3.04 -2.56 5.96
N -2.07 -3.55 5.50
C -0.75 -2.99 5.22
C -0.64 -1.99 4.06
O -0.89 -2.56 2.78
C -2.26 -2.59 2.40
H -5.57 -4.79 3.35
H -4.13 -5.24 4.28
H -5.74 -5.22 5.06
H -4.50 -4.06 6.59
H -5.12 -2.41 6.45
H -2.77 -2.23 6.97
H -3.05 -1.68 5.30
H -2.41 -3.99 4.65
H -0.09 -3.83 4.99
H -0.35 -2.52 6.13
H 0.40 -1.64 4.03
H -1.25 -1.09 4.21
H -2.83 -1.76 2.81
H -2.71 -3.54 2.69
H -2.31 -2.53 1.31
*
```

Molecular weight ... 641.79 g mol⁻¹
SMILES ... CCN[C@]1(CCCS(=O)(=O)O)OC(=O)O[C@@]1(CSCC)[PH2]=O.COCCNCCOC.COCCNCCOC
Kohn-Sham gap ... 8.707 eV
Energy ... -82638.7488 eV